(1)
This record from the OMol25 dataset describes C20H25N3O6S in the gas phase. The level of theory is ωB97M-V/def2-TZVPD.

Last column: Löwdin charge in e.
Atoms and positions in Å:
1 C -2.996509 -4.318206 2.615350  -0.04
2 C -2.180848 -3.556535 1.618627  -0.26
3 C -1.667454 -2.304720 1.949801  -0.02
4 C -0.917420 -1.580494 1.041494  -0.04
5 C -0.684896 -2.112554 -0.213095  -0.28
6 S 0.301105 -1.222313 -1.413233  0.72
7 O 1.691036 -1.300736 -1.070621  -0.28
8 O -0.066463 -1.652336 -2.729243  -0.27
9 N -0.154824 0.391105 -1.175061  -0.14
10 C 0.901533 1.331420 -0.873610  -0.12
11 C 1.493127 1.192538 0.535976  -0.34
12 O 0.478668 1.524407 1.469410  -0.04
13 C 2.746381 2.092023 0.697716  -0.13
14 N 4.030479 1.450081 0.556800  -0.17
15 C 4.340951 0.459750 1.572512  -0.16
16 C 5.829609 0.121354 1.463649  -0.20
17 O 6.145384 -0.388558 0.192059  -0.13
18 C 5.800328 0.535558 -0.812350  -0.19
19 C 4.313860 0.898720 -0.759473  -0.16
20 C -1.497375 0.688062 -1.033977  -0.24
21 C -2.449043 -0.130575 -1.656006  -0.01
22 C -3.802064 0.118605 -1.517671  -0.04
23 C -4.252103 1.191795 -0.770052  0.00
24 C -3.306197 2.011269 -0.168454  -0.14
25 N -3.746189 3.138986 0.613979  -0.36
26 O -4.935179 3.244226 0.830636  0.08
27 O -2.905576 3.917624 1.010682  0.08
28 C -1.944666 1.775211 -0.284943  0.07
29 C -1.182368 -3.351618 -0.565448  -0.04
30 C -1.928675 -4.070999 0.352132  -0.02
31 H -3.258422 -5.302382 2.237403  0.08
32 H -2.445664 -4.434923 3.546906  0.08
33 H -3.914302 -3.776387 2.839980  0.09
34 H -1.861680 -1.894568 2.929748  0.12
35 H -0.535587 -0.605771 1.300113  0.10
36 H 0.520640 2.344572 -1.014032  0.14
37 H 1.697109 1.144319 -1.595931  0.12
38 H 1.786523 0.143783 0.679166  0.12
39 H 0.865249 1.581366 2.350107  0.10
40 H 2.704720 2.911981 -0.025012  0.13
41 H 2.722564 2.538477 1.698578  0.13
42 H 4.134029 0.880109 2.559545  0.13
43 H 3.762040 -0.469443 1.442403  0.13
44 H 6.105163 -0.652391 2.182382  0.12
45 H 6.417715 1.031500 1.658373  0.13
46 H 6.046624 0.060192 -1.762743  0.13
47 H 6.398237 1.452366 -0.691577  0.13
48 H 4.104726 1.660639 -1.513264  0.13
49 H 3.714520 -0.001008 -0.968456  0.11
50 H -2.113258 -0.948302 -2.270902  0.10
51 H -4.512044 -0.527673 -2.009585  0.11
52 H -5.301587 1.408823 -0.652647  0.12
53 H -1.260635 2.419121 0.242866  0.11
54 H -0.983850 -3.730196 -1.555560  0.12
55 H -2.319721 -5.039917 0.079828  0.11

Atomic forces in eV per Å
-0.0291 0.0180 0.0153
0.0429 0.0071 -0.0960
0.0942 -0.0092 -0.1469
0.0234 0.0270 0.1869
0.2764 0.2168 -0.3983
-0.1128 0.1966 0.0900
0.0253 0.0986 0.1467
-0.2357 -0.0750 0.0617
0.6299 -1.2387 0.0575
0.6410 -0.0720 0.5106
0.5037 -0.0529 -0.2389
-0.2932 0.2078 0.1656
-0.2055 -0.1497 0.0224
0.0561 -0.0333 -0.0234
0.3593 -0.0022 -0.0670
-0.2108 0.0236 0.3655
-0.0160 -0.1898 -0.0323
-0.2262 0.1875 -0.3242
0.4039 -0.0710 0.0505
-1.3228 0.1712 -0.1353
-0.0996 0.2006 -0.0326
0.1041 0.0696 0.1066
0.0042 0.2670 0.2019
0.3202 -1.1393 -0.8360
-0.2150 0.4914 0.3427
-0.2573 0.0479 0.0567
0.1989 0.2033 0.1211
0.0565 0.0886 0.0660
0.0469 0.0124 -0.2055
0.0603 0.0871 0.0720
-0.0426 -0.0769 0.0230
-0.0031 -0.0499 0.0794
-0.0835 -0.0194 0.0490
-0.0168 0.0699 0.1055
0.0441 0.1909 0.0776
0.0028 -0.0679 -0.0854
0.0535 0.2621 0.0762
-0.0007 0.2374 -0.0298
-0.0036 -0.0245 -0.0602
-0.0483 0.0927 0.0451
-0.0910 0.0333 -0.0676
-0.0097 -0.0313 0.0313
-0.0120 0.0210 0.0755
-0.0158 0.0806 0.0081
-0.0568 -0.0792 0.0262
-0.0084 0.0797 0.0120
-0.0614 -0.0665 -0.0549
-0.0102 -0.0150 -0.0718
0.0307 0.0796 -0.0567
-0.1131 -0.0400 -0.0951
-0.0649 -0.0543 -0.0488
-0.0328 0.0031 0.0036
0.0035 -0.0032 -0.0034
-0.0472 -0.1133 -0.1172
-0.0356 -0.0980 -0.0247

Calculated values
- E_HOMO: -8.621 eV
- Relative energy (zero: lowest compared OMol25 entry of this formula, charge and spin): 152.6 kcal/mol
- Total energy: -1790.8873 Eh
- Frontier orbital gap: 0.301 hartree


(2)
This record from the OMol25 dataset describes 10 unconnected molecules or ions with the total composition C19H52IN3O10. The level of theory is ωB97M-V/def2-TZVPD.

Last column: Löwdin charge in e.
Atoms and positions in Å:
1 C 2.056406 -0.871965 3.389364  -0.08
2 C 2.308444 -2.204310 2.628434  -0.28
3 C 2.033457 -2.064456 1.124356  -0.67
4 I 3.305637 -3.419220 0.001360  0.90
5 C 0.564822 -2.422675 0.725052  -0.31
6 C 0.441718 -2.432426 -0.746995  -0.26
7 N 0.099655 -2.389890 -1.841416  0.22
8 C -0.482798 -1.434597 1.330403  -0.20
9 C -0.951373 -1.987512 2.623154  -0.19
10 N -1.379325 -2.308938 3.640020  0.21
11 C -1.639191 -1.085371 0.368623  -0.09
12 C -2.966890 -0.677939 1.045612  -0.35
13 O -3.560026 0.290154 0.173686  -0.04
14 C -3.888828 -1.889123 1.152873  -0.23
15 N -5.246023 -1.519012 1.568734  0.01
16 H 2.895006 -0.628810 4.039425  0.07
17 H 1.942486 -0.033671 2.702453  0.07
18 H 1.174839 -0.918776 4.027338  0.05
19 H 3.368732 -2.419551 2.730594  0.07
20 H 1.728713 -3.023220 3.048725  0.11
21 H 2.226238 -1.056399 0.763445  0.07
22 H 0.388210 -3.427526 1.108952  0.14
23 H 0.044834 -0.511048 1.568733  0.15
24 H -1.872258 -1.893133 -0.318764  0.11
25 H -1.319673 -0.195254 -0.166232  0.10
26 H -2.788167 -0.213435 2.020027  0.14
27 H -4.112640 0.868280 0.703586  0.10
28 H -3.962581 -2.344363 0.162448  0.12
29 H -3.432627 -2.648658 1.801700  0.11
30 H -5.246923 -1.270035 2.551960  0.07
31 H -5.823237 -2.346167 1.484914  0.07
32 C -0.553802 2.306111 -1.721343  -0.10
33 O 0.111279 1.080207 -1.376781  -0.16
34 H -0.319663 3.039602 -0.955563  0.07
35 H -0.204915 2.677248 -2.687930  0.09
36 H -1.634710 2.157704 -1.758105  0.05
37 H -0.097653 0.430585 -2.058640  0.06
38 C -4.141971 2.610039 -2.322730  -0.16
39 O -4.940081 1.483977 -1.974290  -0.13
40 H -4.797649 3.365185 -2.750054  0.08
41 H -3.653660 3.027376 -1.436685  0.07
42 H -3.382742 2.338498 -3.061658  0.06
43 H -4.357532 0.825788 -1.579899  0.03
44 C -1.595984 1.560364 5.166370  -0.15
45 O -0.890510 0.338787 5.365408  -0.14
46 H -1.292773 2.253122 5.947964  0.07
47 H -1.354682 2.003764 4.195986  0.08
48 H -2.676235 1.406008 5.236623  0.08
49 H -1.155865 -0.267613 4.667936  0.01
50 C 2.568061 0.742884 7.136945  -0.16
51 O 1.781258 1.907122 6.921483  -0.12
52 H 3.612411 1.046100 7.123473  0.08
53 H 2.345467 0.288633 8.105984  0.08
54 H 2.401665 0.005133 6.346997  0.06
55 H 0.859705 1.632171 6.923477  0.05
56 C 3.687178 1.040849 -1.511595  -0.15
57 O 2.953833 2.210817 -1.841252  -0.13
58 H 4.741413 1.296077 -1.438224  0.08
59 H 3.350978 0.634603 -0.551327  0.06
60 H 3.556563 0.279700 -2.285855  0.06
61 H 2.034156 1.931012 -1.912542  0.02
62 C -2.185061 -1.446896 -4.021126  -0.16
63 O -2.788080 -0.167183 -4.197550  -0.13
64 H -1.109282 -1.317081 -4.059174  0.03
65 H -2.458377 -1.861081 -3.046542  0.06
66 H -2.484011 -2.141714 -4.810066  0.08
67 H -3.742076 -0.280659 -4.154311  0.07
68 C 2.191213 -0.184150 -4.845404  -0.14
69 O 1.205328 -1.177250 -5.114658  -0.13
70 H 2.286001 0.441709 -5.728596  0.09
71 H 1.880219 0.436757 -3.999772  0.06
72 H 3.161795 -0.638370 -4.624176  0.07
73 H 1.116819 -1.719739 -4.323432  0.04
74 C 4.273420 -3.244940 -6.142936  -0.15
75 O 4.407188 -3.461043 -4.739841  -0.13
76 H 5.259036 -3.350645 -6.589308  0.08
77 H 3.602772 -3.982468 -6.590429  0.08
78 H 3.896759 -2.240682 -6.352282  0.06
79 H 3.532842 -3.367459 -4.352405  0.06
80 C 1.160489 5.288070 0.537980  -0.15
81 O -0.163713 5.250069 0.007598  -0.14
82 H 1.445551 4.267363 0.780889  0.07
83 H 1.867103 5.682531 -0.195424  0.08
84 H 1.202320 5.892747 1.447259  0.08
85 H -0.418466 6.149275 -0.213008  0.07

Atomic forces in eV per Å
-0.1399 -0.3327 0.0870
0.3205 1.0776 -0.2532
-0.7978 -0.6330 -0.0830
0.0244 0.2616 0.1686
0.9941 0.2669 -0.1363
-0.6848 -0.0451 0.4807
0.5461 0.0060 -0.3174
-0.0117 -0.5414 0.1644
-0.0812 0.5206 -0.3389
0.1063 -0.1258 -0.0319
-0.7017 0.5256 0.8705
0.0105 -0.2364 -0.6760
0.4601 0.0150 0.2150
-0.1688 -0.0502 0.2147
0.3884 -0.1069 0.0933
0.0336 -0.0546 -0.0179
0.0026 0.0601 0.0029
-0.0525 0.0626 -0.0621
-0.0516 -0.2863 0.1045
0.0698 -0.1359 0.0155
0.3379 -0.0449 -0.0540
-0.1865 -0.1296 -0.2692
-0.0580 0.0848 0.0659
0.2229 -0.0368 -0.0724
0.1036 -0.2329 -0.3350
-0.0137 -0.0609 0.1054
-0.3601 -0.0215 -0.0918
0.0010 0.1568 -0.0876
0.0906 0.1009 0.0267
-0.0383 -0.0339 0.0491
-0.2182 0.1102 0.0196
-0.1157 -0.1200 0.0031
0.2418 0.0335 -0.1393
0.0266 -0.0089 0.0131
-0.0424 0.0366 -0.0052
0.1596 0.0209 0.0017
-0.0335 -0.0436 0.0177
-0.1126 -0.3083 0.0732
-0.0206 0.2016 -0.2592
-0.0452 -0.0068 0.0038
0.0224 0.1021 -0.0437
-0.0152 0.0810 -0.0211
0.0030 -0.0546 0.1351
0.0380 -0.2311 -0.0924
0.0158 0.3194 0.0266
0.0062 0.0116 0.0075
-0.0267 0.0760 0.0272
-0.0083 0.0725 0.0073
-0.0092 -0.2540 0.1140
-0.1811 0.0858 -0.0429
0.0615 -0.0463 0.0478
0.0065 0.0304 -0.0008
0.0581 -0.0551 -0.0076
0.0358 -0.0407 0.0525
-0.0191 -0.0413 -0.1019
-0.2993 0.0554 -0.0693
0.1478 -0.0642 -0.0217
-0.0081 0.0651 -0.0108
0.1061 -0.0755 0.0178
0.1458 -0.1160 0.0880
-0.1596 0.0570 0.1356
-0.3264 0.1509 0.0808
0.1158 -0.0221 0.0103
-0.0057 0.0608 -0.0493
0.0905 -0.1292 -0.0184
0.0402 -0.0349 0.0101
-0.0284 0.1084 0.0226
-0.1886 -0.1957 0.1730
0.1647 -0.0474 0.0059
-0.0411 -0.0084 -0.0220
0.1388 0.1215 -0.0408
0.0379 0.0833 0.0011
-0.0860 -0.0180 0.0105
-0.0908 -0.0057 0.1651
0.0165 0.0657 -0.1261
0.0348 -0.0162 0.0573
0.0097 0.0377 -0.0723
-0.0119 -0.0255 -0.0808
-0.0079 -0.0300 0.0594
-0.1355 0.1115 -0.0776
0.1021 -0.0485 0.0799
-0.0143 -0.0228 -0.0249
0.0553 -0.0342 0.0361
0.0550 -0.0275 0.0143
-0.0509 0.0043 -0.0273

Calculated values
- E_HOMO: -9.994 eV
- Total energy: -1969.3112 Eh
- Frontier orbital gap: 0.370 hartree


(3)
This record from the OMol25 dataset describes C14H12N2O3 in the gas phase. The level of theory is ωB97M-V/def2-TZVPD.

Last column: Löwdin charge in e.
Atoms and positions in Å:
1 O 4.310371 2.396144 1.439876  0.10
2 N 3.179440 2.392055 1.110656  -0.20
3 O 2.548304 3.563223 0.582240  0.06
4 N 1.090024 3.237284 0.744084  0.16
5 C 0.979016 2.081241 1.199368  -0.37
6 C -0.159197 1.384094 1.433719  0.07
7 C -0.199394 0.007557 1.851153  -0.27
8 O -1.312365 -0.677703 2.074806  -0.01
9 C -2.392100 -0.688814 1.181862  -0.17
10 C -2.292359 -1.609758 -0.019300  -0.11
11 C -1.329476 -1.252514 -1.090209  -0.29
12 C -1.694096 -0.194499 -1.882589  -0.02
13 C -0.800519 0.292956 -2.960877  -0.05
14 C 0.386836 -0.364464 -3.190858  -0.14
15 C 0.691623 -1.539594 -2.531605  -0.07
16 C -0.169937 -1.897718 -1.435288  -0.04
17 C 1.009605 -0.516927 2.256562  0.03
18 C 2.302414 0.150068 1.980669  0.09
19 C 2.209099 1.449017 1.360810  -0.12
20 H -1.004444 2.036134 1.406020  0.12
21 H -3.234303 -0.868329 1.805446  0.13
22 H -2.517989 0.290928 0.841158  0.10
23 H -3.272413 -1.830527 -0.397501  0.12
24 H -1.886463 -2.567490 0.343036  0.13
25 H -2.640190 0.297257 -1.678974  0.11
26 H -1.132689 0.979328 -3.737813  0.10
27 H 1.135153 0.057904 -3.971017  0.13
28 H 1.535233 -2.174738 -2.791370  0.10
29 H 0.199172 -2.699646 -0.773723  0.11
30 H 1.215126 -1.543304 2.572860  0.12
31 H 3.246521 -0.189166 2.276802  0.09

Atomic forces in eV per Å
2.5141 0.2705 -0.2052
-3.1235 -0.4031 0.2517
-1.9826 -3.0500 1.6023
1.1109 5.8618 -2.2937
2.5804 -2.7668 -0.0452
-3.3459 -2.8832 1.1965
0.1799 4.5409 -0.9155
0.4720 -1.3903 0.7023
-0.0231 0.3531 -0.5366
1.6165 -2.0780 1.5943
-0.4354 1.5432 -0.9805
1.6591 2.0059 -2.9490
-2.3116 -1.2134 1.7132
1.7608 0.4663 -1.8783
-1.4740 -0.0733 2.1101
2.4795 -1.3602 -0.3074
6.4330 -0.3336 -0.8755
-4.5981 0.9816 -0.2721
1.6382 -0.7862 0.9250
-1.0953 -0.3199 -0.3200
-0.8014 -0.6601 0.3181
-0.3278 1.8008 -0.7665
-0.5333 0.1457 -0.3091
-0.5337 -0.0807 0.3007
0.0560 0.1321 -0.3024
-0.0248 0.4260 0.7244
-1.5574 -0.8937 1.1930
-0.0428 0.3342 0.2345
-0.3964 0.0780 -0.4998
-0.9104 0.2933 0.2296
1.0173 -0.9410 0.3611

Calculated values
- E_HOMO: -7.996 eV
- Total energy: -875.6648 Eh
- Frontier orbital gap: 0.253 hartree


Q: Which of these has the highest E_HOMO?
A: C14H12N2O3


Q: The highest E_HOMO belongs to which entry?
A: C14H12N2O3